{"formula": "C25H50N2O2P2Pd", "method": "ωB97M-V/def2-TZVPD", "symbols": ["Pd", "C", "O", "C", "O", "P", "C", "H", "C", "H", "C", "H", "C", "P", "H", "H", "C", "H", "C", "H", "H", "H", "C", "H", "H", "H", "C", "H", "H", "H", "C", "H", "H", "H", "C", "H", "H", "H", "C", "H", "H", "H", "C", "H", "H", "H", "C", "H", "C", "H", "H", "C", "H", "H", "H", "C", "H", "H", "H", "C", "H", "H", "H", "C", "H", "H", "H", "H", "H", "N", "C", "C", "C", "N", "C", "C", "H", "H", "H", "H", "H", "H"], "positions_angstrom": [[0.2499, -0.1859, -1.0496], [-1.4720, 0.0677, -1.9528], [-2.5704, 0.2905, -2.2120], [1.6413, -0.3301, 0.3274], [2.5898, -0.4225, 0.9750], [0.7129, 2.2626, -0.9623], [0.2747, 3.3537, 0.4880], [0.6183, 4.3637, 0.2147], [2.4862, 2.7202, -1.3118], [3.0142, 2.0018, -0.6607], [-0.2580, 3.0481, -2.3276], [-1.3001, 2.8937, -2.0011], [-1.3479, -3.1371, -2.0989], [-0.3689, -2.5959, -0.6216], [-1.3539, -4.3180, 0.7280], [-2.2645, -2.5306, -2.0158], [1.0333, -3.8292, -0.5999], [0.5752, -4.7387, -1.0247], [2.9239, 2.4525, -2.7560], [2.7897, 3.3403, -3.3918], [2.4149, 1.6030, -3.2236], [3.9988, 2.2213, -2.7508], [2.8864, 4.1436, -0.8800], [3.7808, 4.4547, -1.4378], [3.1294, 4.1937, 0.1876], [2.1053, 4.8858, -1.0891], [-0.0570, 4.5583, -2.4941], [-0.1971, 5.1234, -1.5648], [-0.8208, 4.9134, -3.2014], [0.9230, 4.8070, -2.9235], [-0.0555, 2.3128, -3.6583], [-0.9870, 2.3837, -4.2367], [0.1695, 1.2438, -3.5352], [0.7465, 2.7699, -4.2537], [-1.2403, 3.4430, 0.7204], [-1.6654, 4.2944, 0.1671], [-1.4502, 3.6095, 1.7868], [-1.7763, 2.5354, 0.4101], [1.0497, 2.9640, 1.7469], [0.6951, 2.0020, 2.1199], [0.8733, 3.7152, 2.5332], [2.1337, 2.8851, 1.5963], [-1.7580, -4.6183, -2.1025], [-1.9470, -5.0414, -1.1092], [-1.0072, -5.2383, -2.6107], [-2.6950, -4.7006, -2.6732], [-0.6427, -2.7637, -3.4032], [0.2904, -3.3259, -3.5338], [-1.0464, -2.7090, 2.1065], [-0.4220, -1.6899, -3.4601], [-1.3106, -3.0158, -4.2389], [-2.9775, -2.9014, 0.5151], [-1.5958, -1.8021, 2.3730], [-1.2395, -3.4585, 2.8902], [0.0163, -2.4525, 2.1579], [-1.4909, -3.2219, 0.7404], [-3.4853, -2.8458, 1.4893], [-3.4841, -3.6723, -0.0803], [-3.1149, -1.9301, 0.0189], [1.5699, -4.1744, 0.7935], [2.0296, -3.2992, 1.2758], [2.3554, -4.9350, 0.6754], [0.8033, -4.5867, 1.4589], [2.1938, -3.3806, -1.4920], [1.8806, -2.9903, -2.4654], [2.8480, -4.2468, -1.6668], [2.7874, -2.6065, -0.9875], [-0.8175, -0.2944, 0.3650], [-0.7243, 0.5476, 0.2619], [-1.2642, 0.6672, 6.5515], [-1.0238, 0.5213, 5.2190], [-1.9402, 0.9855, 4.2503], [-1.6431, 0.8072, 2.9049], [-0.4855, 0.2646, 2.4978], [0.3741, -0.2508, 3.4003], [0.1519, -0.1147, 4.7681], [-2.0973, 1.1173, 6.9064], [-0.6040, 0.3255, 7.2399], [-2.8565, 1.4756, 4.5613], [-2.3447, 1.0931, 2.1207], [1.2295, -0.8096, 3.0154], [0.8574, -0.4979, 5.5005]], "forces_ev_per_a": [[0.0, 0.0, -0.5], [-6.0, 1.1, -3.0], [3.8, -0.8, 1.0], [6.0, -0.9, 3.6], [-3.3, 0.4, -2.1], [1.0, 5.4, -0.7], [-0.1, -0.5, 0.6], [0.1, -0.5, -0.4], [0.7, -1.2, 0.2], [0.3, 0.3, -0.2], [-0.9, -1.0, -0.2], [0.1, 0.1, -0.1], [-0.2, 1.3, -0.7], [-1.4, -5.0, 0.3], [0.2, 0.4, -0.3], [0.1, -0.2, -0.1], [1.2, 0.6, 0.4], [-0.4, 0.4, 0.0], [0.2, -0.2, -0.3], [-0.1, -0.3, 0.2], [0.2, 0.1, 0.0], [-0.3, 0.1, 0.0], [-0.4, 0.5, 0.6], [-0.2, -0.3, 0.1], [-0.1, 0.0, -0.3], [0.4, -0.2, 0.0], [0.3, 0.5, 0.2], [0.0, -0.1, -0.3], [0.1, -0.2, 0.1], [-0.3, -0.1, 0.1], [-0.4, 0.1, -0.5], [0.3, 0.0, 0.0], [0.0, 0.1, -0.2], [-0.3, -0.3, 0.2], [-0.2, 0.2, 0.0], [0.0, -0.4, 0.2], [0.1, 0.0, -0.3], [-0.1, 0.1, 0.0], [0.1, -0.1, 0.3], [0.2, 0.3, 0.0], [0.1, -0.2, -0.3], [-0.2, 0.1, 0.0], [0.0, -0.5, 0.3], [0.0, 0.1, -0.3], [-0.1, 0.2, 0.2], [0.3, 0.1, 0.1], [-0.1, -0.2, -0.3], [-0.4, 0.1, -0.1], [0.2, 0.0, 0.6], [0.1, -0.1, -0.2], [0.3, 0.1, 0.1], [-0.2, -0.1, 0.0], [-0.1, -0.3, -0.1], [0.0, 0.2, -0.3], [-0.1, -0.3, 0.0], [-0.1, 0.7, 0.4], [0.1, -0.1, -0.3], [0.1, 0.3, 0.1], [-0.1, -0.1, 0.1], [-0.2, 0.0, 0.1], [0.0, -0.2, -0.1], [-0.2, 0.2, 0.0], [0.2, 0.0, -0.1], [0.1, 0.0, -0.1], [0.1, -0.1, 0.2], [-0.1, 0.3, 0.0], [0.0, -0.2, -0.1], [-0.3, 0.9, 0.3], [-0.4, -0.7, 0.3], [0.5, -0.2, -1.9], [-0.3, 0.3, 1.5], [-0.7, 0.3, -0.5], [0.2, 0.1, 0.6], [0.0, -0.6, 0.6], [-0.5, 0.4, 0.9], [0.9, -0.6, -0.4], [-0.3, 0.1, 0.1], [0.1, -0.1, 0.2], [0.0, -0.1, -0.1], [0.1, 0.1, 0.3], [-0.1, 0.4, 0.3], [0.0, -0.1, -0.2]], "total_charge": 4, "s2": 6.058, "spin_multiplicity": 5, "e_homo_ev": [-19.494, -21.261], "lumo_ev": [-12.4, -16.5]}

{"formula": "C25H50N3O3", "method": "ωB97M-V/def2-TZVPD", "symbols": ["C", "C", "C", "C", "N", "C", "C", "C", "O", "N", "C", "C", "C", "C", "C", "O", "C", "C", "O", "H", "H", "H", "H", "H", "H", "H", "H", "H", "H", "H", "H", "H", "H", "H", "H", "H", "H", "H", "H", "H", "H", "H", "H", "H", "H", "C", "C", "C", "C", "N", "C", "C", "C", "C", "C", "C", "C", "H", "H", "H", "H", "H", "H", "H", "H", "H", "H", "H", "H", "H", "H", "H", "H", "H", "H", "H", "H", "H", "H", "H", "H"], "positions_angstrom": [[-3.1095, -3.5625, 5.1432], [-2.9889, -3.1660, 3.6521], [-1.7868, -2.2121, 3.4373], [-0.6280, -2.9103, 2.7262], [0.6761, -2.2612, 2.8415], [0.6967, -0.8882, 2.4619], [0.8566, -0.5465, 0.9781], [1.0284, 0.9802, 1.1438], [0.6460, 1.8505, 0.4489], [1.7555, 1.1378, 2.3068], [1.9569, -0.1657, 2.9528], [2.2037, -0.1385, 4.4522], [1.0246, 0.4495, 5.2609], [1.2792, 1.9228, 5.6579], [0.0123, 2.7922, 5.5976], [0.3261, 4.0694, 5.0159], [0.2513, 4.0760, 3.6573], [-1.0885, 3.9629, 2.9660], [1.2230, 4.1743, 3.0250], [-2.2728, -3.2027, 5.7317], [-3.2301, -4.6313, 5.2926], [-4.0019, -3.0908, 5.5525], [-2.8685, -4.0384, 3.0139], [-3.8987, -2.6749, 3.3284], [-2.1615, -1.3995, 2.8066], [-1.4840, -1.7281, 4.3609], [-0.8440, -3.1107, 1.6761], [-0.5210, -3.8903, 3.1944], [1.1023, -2.4189, 3.7430], [-0.0883, -0.2144, 2.8324], [-0.0203, -0.8670, 0.4251], [1.8120, -0.8641, 0.5660], [2.5607, 1.7469, 2.2418], [2.8697, -0.6003, 2.5230], [3.0868, 0.4542, 4.6824], [2.3619, -1.1582, 4.7965], [0.9448, -0.1304, 6.1779], [0.0775, 0.3430, 4.7391], [1.6584, 1.9651, 6.6753], [2.0616, 2.3363, 5.0274], [-0.7900, 2.2829, 5.0649], [-0.3307, 2.9707, 6.6113], [-1.7007, 3.2351, 3.4976], [-0.9272, 3.6055, 1.9593], [-1.6244, 4.9055, 3.0028], [0.6987, 1.9862, -6.8761], [0.7393, 0.4653, -6.7510], [-0.5776, -0.1500, -6.2803], [-1.1372, 0.2327, -4.9200], [-0.3546, -0.1355, -3.6847], [0.7916, 0.8044, -3.3770], [0.1447, 2.0824, -2.8760], [-1.1332, 1.6317, -2.1690], [-1.2792, 0.1495, -2.4884], [0.0242, -1.6023, -3.6209], [1.3559, -2.0168, -4.2686], [1.2379, -2.9218, -5.5043], [0.4312, 2.4712, -5.9350], [1.6764, 2.3659, -7.1723], [-0.0220, 2.2935, -7.6348], [1.5703, 0.1670, -6.1094], [0.9703, 0.0468, -7.7330], [-0.5310, -1.2371, -6.3573], [-1.3456, 0.1359, -7.0059], [-2.0932, -0.2808, -4.8140], [-1.3454, 1.3008, -4.8693], [1.3829, 0.3319, -2.5920], [1.4076, 0.9629, -4.2548], [-0.1005, 2.7447, -3.7070], [0.8107, 2.6392, -2.2200], [-1.9956, 2.2006, -2.5172], [-1.0681, 1.7817, -1.0946], [-2.2924, -0.1574, -2.7347], [-0.9183, -0.4427, -1.6519], [-0.8278, -2.1662, -4.0004], [0.1111, -1.8270, -2.5601], [1.8895, -2.5992, -3.5156], [2.0054, -1.1714, -4.4848], [0.3192, -3.5093, -5.4952], [2.0753, -3.6169, -5.5421], [1.2730, -2.3498, -6.4309]], "forces_ev_per_a": [[-0.7, 0.0, -0.4], [0.7, 0.3, 0.7], [-1.0, 0.2, -1.2], [0.4, -0.3, 1.0], [-0.4, -0.1, -0.5], [2.0, 0.4, 0.1], [-1.2, 0.8, 0.6], [0.8, -2.5, 1.4], [-0.8, 2.1, -2.1], [0.3, -0.1, 0.2], [0.9, 0.1, 0.1], [-1.3, 0.5, 0.2], [0.8, 0.3, 0.5], [-0.6, -0.4, -0.2], [0.7, 0.0, 0.3], [-0.9, -0.2, 0.4], [-2.0, -0.3, 0.6], [-0.3, -0.6, 1.0], [3.1, 0.6, -1.8], [0.2, -0.1, 0.0], [0.1, -0.1, 0.0], [0.0, 0.0, 0.2], [0.0, -0.2, 0.0], [-0.2, 0.0, 0.0], [0.2, 0.2, 0.0], [0.2, -0.2, 0.3], [-0.2, 0.2, -0.1], [0.1, -0.1, -0.1], [-0.2, 0.1, 0.1], [-0.6, -0.6, 0.1], [0.1, 0.2, -0.5], [-0.1, -0.6, -0.1], [-0.4, 0.5, 0.3], [-0.2, -0.5, -0.1], [0.3, -0.2, -0.1], [0.4, -0.1, -0.1], [-0.2, -0.1, 0.1], [-0.1, 0.0, -0.1], [0.2, 0.0, 0.1], [-0.2, 0.3, -0.2], [0.0, 0.1, -0.2], [-0.2, 0.3, 0.0], [-0.2, 0.0, 0.0], [0.1, 0.2, -0.2], [0.0, 0.2, -0.1], [0.1, -0.1, 0.0], [0.0, 0.2, 0.0], [0.2, -0.2, -0.2], [-0.1, 0.1, -0.4], [-0.4, -0.1, 0.8], [0.1, 0.1, -0.1], [0.0, 0.2, -0.1], [-0.5, 0.2, 0.0], [0.1, 0.2, 0.0], [0.5, 0.2, 0.0], [-0.1, -0.6, -0.2], [0.1, 0.2, -0.2], [0.0, 0.0, 0.0], [0.0, 0.0, 0.0], [0.0, 0.0, 0.0], [0.0, -0.1, 0.0], [0.0, -0.1, 0.0], [0.0, 0.0, 0.1], [-0.1, 0.1, 0.1], [0.0, 0.0, 0.1], [0.1, 0.0, 0.1], [0.0, -0.1, 0.0], [0.0, -0.1, 0.0], [0.1, 0.0, 0.0], [0.0, -0.1, 0.1], [0.0, 0.0, -0.1], [0.1, -0.1, 0.0], [0.1, -0.1, 0.0], [0.1, -0.1, -0.1], [0.0, 0.0, -0.1], [-0.1, 0.1, 0.0], [0.0, 0.1, 0.1], [-0.1, 0.1, 0.0], [0.0, 0.0, 0.0], [0.0, 0.0, 0.0], [-0.1, 0.0, 0.0]], "total_charge": 1, "e_homo_ev": -11.151, "lumo_ev": -2.1}

E? In order: -55821.51492 -37342.71941 eV.
Max |F|? In order: 7.0 3.6 eV/Å.
Relative energy (zero: lowest compared OMol25 entry of this formula, charge and spin)? In order: 0.9865 0.0000 eV.